Record 1
46
Properties=species:S:1:pos:R:3:forces:R:3:mulliken_charge:R:1 method="wB97M-V/def2-TZVPD" gap_ha="0.312 / 0.205" e_homo_ev="-8.4 / -8.1" e_tot_ha=-3685.94096 largest_force_ev_per_a=5.4 lumo_energy_ev="0.1 / -2.6" spin_multiplicity=4
C -1.4899 -1.9224 -4.0357 0.185 -0.853 0.256 -0.361
C -1.8486 -3.0576 -3.2037 -0.722 0.825 -0.262 -0.464
C -2.5733 -2.5555 -2.0753 -1.066 0.105 -1.168 -0.220
H -1.5841 -4.0878 -3.3726 0.082 0.009 -0.028 0.459
C -2.6201 -1.1185 -2.1868 -1.493 -0.455 -1.408 -0.723
C -1.9784 -0.7359 -3.4167 -0.894 0.348 0.343 -0.451
H -1.9212 0.2756 -3.7751 0.004 -0.021 -0.132 0.487
H -0.9765 -1.9685 -4.9854 0.180 -0.081 0.190 0.505
H -3.0309 -3.1310 -1.3042 0.043 -0.193 0.483 0.489
H -3.1213 -0.4550 -1.5308 -0.151 0.251 0.485 0.552
Re -0.6416 -1.6957 -2.0177 4.666 2.301 1.564 0.856
Br 0.7680 -3.2615 -0.8956 0.490 -0.852 0.419 -0.430
C 2.5994 0.7648 -1.6059 -1.388 1.083 -1.425 -0.196
C 1.5270 1.4262 -2.3023 1.783 -0.848 1.662 -0.697
C 0.9203 0.5212 -3.2021 0.697 -3.750 -0.951 -0.237
H 1.2132 2.4358 -2.1221 -0.063 0.260 -0.011 0.453
C 1.5983 -0.8237 -3.0440 -1.790 2.365 -0.852 -0.714
C 2.6791 -0.5503 -2.0955 -0.749 -0.002 -0.077 -0.320
H 3.4118 -1.2816 -1.8072 0.097 -0.110 0.142 0.417
H 3.2385 1.2388 -0.8623 -0.298 -0.364 -0.188 0.399
H 0.3115 0.7360 -4.1050 0.348 0.035 1.073 0.605
H 1.6230 -1.5473 -3.8899 0.225 0.617 0.957 0.436
C -1.3151 2.5363 1.7482 -0.052 0.167 -0.292 -1.294
C -0.0271 2.1663 2.4583 -0.192 -0.024 0.182 -1.063
C 0.2663 0.6629 2.5907 0.008 -0.705 0.005 2.150
C 1.4953 0.5374 3.5247 0.026 -0.427 -0.015 -1.035
C 2.7357 1.3258 3.1252 0.280 -0.039 -0.180 -1.237
C -0.9316 -0.0057 3.3037 0.711 -0.055 -2.673 -0.173
O -1.1606 0.0513 4.4667 -0.339 0.221 1.750 -0.622
N -1.7603 -0.6856 2.4290 -0.356 0.053 -0.166 -0.008
C -1.7080 -0.7605 1.0105 -0.320 0.144 0.719 0.143
O -2.7460 -1.1645 0.4720 1.100 0.219 0.324 -0.724
N -0.5298 -0.4435 0.3978 -0.966 -0.691 -1.075 0.246
C 0.5178 -0.0709 1.1902 1.873 0.043 0.966 -0.505
O 1.7008 -0.2940 0.8961 -1.720 0.333 -0.189 -0.543
H -1.3694 2.0900 0.7415 -0.115 0.178 0.357 0.191
H -1.3467 3.6250 1.6535 -0.143 -0.075 -0.124 0.488
H -2.1879 2.2407 2.3453 0.134 -0.049 -0.272 0.289
H 0.8495 2.6353 1.9947 -0.305 -0.031 -0.004 0.394
H -0.1072 2.5454 3.4923 0.252 -0.064 -0.303 0.378
H 1.1909 0.8286 4.5399 -0.125 -0.135 -0.304 0.451
H 1.7889 -0.5201 3.5630 -0.132 0.148 0.065 0.402
H 2.6289 2.4163 3.1796 -0.076 -0.248 0.088 0.314
H 3.5471 1.0348 3.8031 -0.053 0.158 -0.153 0.427
H 3.0131 1.0429 2.1055 0.118 0.187 0.253 0.203
H -2.6488 -1.0009 2.8045 0.204 0.024 -0.033 0.283

=====

Record 2
47
Properties=species:S:1:pos:R:3:forces:R:3:mulliken_charge:R:1 method="wB97M-V/def2-TZVPD" gap_ha=0.264 e_homo_ev=-7.3 e_tot_ha=-4080.56405 largest_force_ev_per_a=14.3 lumo_energy_ev=-0.2
C -0.5054 -0.5263 2.3773 0.676 -1.330 -7.472 -1.289
C 0.9107 -1.1646 1.8562 -7.174 -2.618 -0.257 -0.992
H 1.4164 -1.5404 2.6864 1.008 -0.957 1.347 0.663
H 0.6419 -1.9433 1.0534 0.185 0.077 1.611 0.467
O 1.5820 -0.2821 1.1925 -6.187 5.939 0.823 -0.038
C 2.7353 -0.4412 0.9434 9.215 1.564 -3.368 0.762
C 3.3128 -1.7378 1.0226 5.605 4.764 -4.555 -0.908
C 4.6559 -1.7357 0.2176 -4.613 -3.065 4.225 -0.576
C 5.3067 -0.6281 -0.2397 -2.867 -4.503 1.556 0.138
C 4.8171 0.5569 -0.1215 -7.562 6.700 2.343 -0.673
C 3.4496 0.9395 0.4191 1.956 -9.311 -0.140 0.051
S 2.7142 2.4906 0.3175 -0.241 -4.199 3.978 1.245
O 3.9261 3.1363 0.1565 2.947 4.699 -1.035 -0.696
O 1.9546 2.6618 1.5674 0.008 0.416 -2.924 -0.611
N 1.9821 2.4341 -1.1790 -1.877 3.550 1.886 -0.336
C 0.6406 1.8243 -0.9787 8.443 -4.466 -4.243 0.740
C -0.4173 2.4337 -0.8823 -8.199 11.518 2.403 -0.637
C -1.7267 1.9396 -0.9286 1.280 6.427 1.167 -0.647
C -1.7154 0.7225 -1.2982 -9.615 -4.295 1.820 0.958
C -0.6666 -0.0694 -1.2815 3.705 -1.362 -2.623 -0.657
C 0.5540 0.4908 -1.4383 -3.625 3.457 2.864 -1.661
H 1.3771 0.0076 -1.3507 5.306 -3.696 -0.485 1.143
H -0.6741 -1.0663 -1.5180 -0.666 -2.446 -0.103 0.503
N -3.1396 0.1008 -1.2009 8.168 -4.239 -7.136 0.409
C -3.2527 -1.1599 -2.0145 1.139 -2.198 5.381 -0.908
H -2.3656 -1.6218 -2.4481 -0.134 1.125 -0.522 0.331
C -3.3382 -2.4239 -0.5432 2.030 11.990 1.620 -0.226
O -4.3919 -1.6795 0.2434 -2.484 -10.217 -3.017 -0.502
C -4.3814 -0.5306 0.7871 6.781 4.209 -4.073 -0.429
C -4.1490 0.4142 -0.4574 -6.596 5.244 1.966 -0.751
H -4.0420 1.5813 -0.2185 -0.686 -2.318 0.065 0.249
H -5.1342 0.3753 -1.2483 1.721 0.059 2.479 0.322
H -5.1661 -0.2283 1.2777 -4.517 0.902 3.041 0.523
H -3.4361 -0.5040 1.2939 0.729 1.099 1.556 0.054
H -3.5834 -3.3390 -0.8232 -1.177 -4.156 -0.378 0.517
H -2.3679 -1.9906 0.0699 -1.716 -2.290 -1.690 -0.017
H -4.1699 -1.3858 -2.4941 -0.865 0.470 -0.607 0.443
H -2.5700 2.6304 -0.6458 0.996 -1.192 -0.775 0.226
H -0.4035 3.7034 -0.7394 0.274 -3.599 -0.143 -0.046
H 1.8787 3.5448 -1.2544 -0.122 -2.603 -0.604 0.480
H 5.3675 1.4093 -0.3041 1.358 1.529 -0.826 0.649
Br 6.9632 -0.7940 -0.6163 6.370 -0.714 -1.905 -0.179
H 5.0424 -2.7739 0.3463 0.504 1.172 -0.955 0.329
H 2.8398 -2.6228 1.2566 -0.827 -1.529 0.603 0.463
H -1.1195 0.0278 1.3671 2.016 -1.565 3.224 -0.106
H -1.0681 -1.3512 2.6766 -1.206 -1.116 0.728 0.488
H -0.2840 0.1154 3.0964 0.536 3.076 3.151 0.732

=====

Record 3
48
Properties=species:S:1:pos:R:3:forces:R:3:mulliken_charge:R:1 method="wB97M-V/def2-TZVPD" gap_ha=0.216 e_homo_ev=-3.5 e_tot_ha=-9458.83854 largest_force_ev_per_a=0.7 lumo_energy_ev=2.4 charge=-1
Pd -0.7350 0.7509 -0.4120 -0.110 -0.299 0.645 -0.280
Cl -0.2090 -0.2641 -2.7029 0.080 -0.118 -0.569 -0.109
C 0.9510 -1.5057 -2.3355 0.309 -0.357 0.093 0.534
C 1.1818 -2.4181 -3.3550 -0.057 0.038 -0.082 -0.703
C 2.0999 -3.4384 -3.1954 0.018 -0.016 0.019 -0.439
C 2.7996 -3.5251 -2.0006 0.039 -0.038 -0.031 -0.650
C 2.5583 -2.6169 -0.9900 -0.257 0.142 -0.153 0.185
Cl 3.4826 -2.7909 0.4670 0.082 -0.079 0.106 -0.235
C 1.6027 -1.5675 -1.0809 0.042 -0.130 -0.012 -0.124
S 1.3186 -0.5343 0.2732 -0.198 0.375 -0.087 -0.206
H 0.6303 -2.3115 -4.2802 0.007 0.000 0.005 0.379
H 2.2735 -4.1525 -3.9893 0.004 0.010 -0.002 0.358
H 3.5380 -4.3012 -1.8481 -0.003 0.012 0.032 0.399
C 2.9225 5.0398 0.8841 -0.077 -0.346 -0.065 -0.926
Se 2.7476 3.0997 0.6542 -0.099 0.094 -0.081 0.072
C 1.1989 3.0995 -0.5520 0.179 -0.050 0.182 0.413
C 0.0342 3.9289 -0.0479 -0.238 -0.004 -0.201 -0.756
Se -1.6991 3.0793 -0.4774 0.172 0.077 -0.019 -0.129
C -1.5699 3.0997 -2.4279 -0.066 0.250 0.082 -0.786
H 3.0304 5.5293 -0.0810 0.008 0.053 0.011 0.274
H 3.8195 5.1951 1.4794 0.007 0.056 -0.001 0.298
H 2.0587 5.4241 1.4201 0.014 0.106 -0.023 0.283
H 0.9107 2.0251 -0.5837 0.488 0.542 -0.035 -0.626
H 1.5341 3.4100 -1.5404 -0.049 -0.002 -0.033 0.444
H 0.0442 4.9469 -0.4369 0.029 0.025 0.053 0.378
H 0.0151 3.9631 1.0409 0.015 0.014 0.019 0.421
H -1.7669 4.0972 -2.8196 0.017 -0.009 -0.007 0.349
H -2.3287 2.3987 -2.7689 0.000 -0.027 0.024 0.217
H -0.5869 2.7481 -2.7289 0.013 -0.010 -0.012 0.246
C -2.8234 0.6086 2.2170 0.049 0.009 0.046 -1.148
N -2.2543 -0.4805 1.4741 0.007 -0.300 0.033 0.566
C -2.2565 -0.5901 0.0791 -0.394 -0.203 0.129 -0.708
Se -3.6574 0.0645 -1.0147 -0.043 0.242 -0.170 -0.272
N -1.7418 -1.8581 -0.1665 0.047 -0.157 0.308 0.239
C -1.3080 -2.4561 0.9927 -0.044 0.005 -0.061 0.360
C -0.6824 -3.6636 1.2329 -0.008 0.082 -0.025 -0.792
C -0.4019 -3.9869 2.5578 0.009 -0.060 0.002 -0.634
C -0.7361 -3.1256 3.5953 0.031 -0.016 0.068 -0.665
C -1.3595 -1.9038 3.3511 0.017 0.109 -0.040 -0.778
C -1.6425 -1.5819 2.0365 -0.003 -0.062 0.009 0.696
H -3.4306 1.1995 1.5353 -0.025 0.008 -0.024 0.350
H -2.0407 1.2385 2.6482 0.005 0.007 0.000 0.243
H -3.4566 0.2183 3.0181 -0.009 0.002 -0.011 0.379
H -1.6634 -2.2282 -1.0939 -0.016 0.040 -0.107 0.295
H -0.4072 -4.3172 0.4151 0.021 -0.020 0.019 0.444
H 0.0933 -4.9229 2.7841 0.009 0.013 -0.019 0.362
H -0.4966 -3.4022 4.6146 0.003 0.004 -0.011 0.368
H -1.5911 -1.2216 4.1589 -0.026 -0.011 -0.005 0.415

=====

Record 4
50
Properties=species:S:1:pos:R:3:forces:R:3:mulliken_charge:R:1 method="wB97M-V/def2-TZVPD" gap_ha=0.321 e_homo_ev=-8.3 e_tot_ha=-2516.53232 largest_force_ev_per_a=4.0 lumo_energy_ev=0.4 smiles="CS(=O)(=O)CCCCCn1cnc2nc(NCc3ccc(Cl)c(Cl)c3)[nH]c(=O)c21"
O 3.5238 -0.7993 -0.4638 0.003 -0.208 0.448 -0.748
O 1.2638 -0.4273 2.4669 1.079 -0.438 -1.493 -0.569
O 0.0595 -0.5605 4.4867 -0.175 -0.882 0.840 -0.726
Cl -3.6635 7.4651 0.4349 1.508 -1.222 0.636 -0.197
Cl -4.3979 5.3018 -1.4512 1.139 -0.814 0.069 -0.210
N -0.4402 -0.5241 -0.7028 0.289 -1.976 -0.064 -0.668
N -0.4447 -2.9954 -1.1689 -1.114 1.861 -0.016 -0.734
C 2.2943 -0.8141 -0.5311 3.904 0.506 -0.548 0.201
C 0.3214 0.4925 -0.3707 -1.827 -2.212 -1.364 0.229
C 0.5116 -3.8507 -1.3342 0.610 0.102 0.946 -0.247
C 0.1827 -1.7706 -0.9160 -0.546 0.461 -0.183 0.823
C 1.5523 -1.9252 -0.9424 -2.249 -2.256 0.238 -0.092
C -1.2174 6.0781 0.8519 -0.282 -0.957 1.098 -0.457
C -0.3712 4.9896 0.5553 -0.276 0.268 0.433 -0.406
C -1.9493 4.0173 -1.0169 -0.288 2.423 1.319 -0.632
C -2.5061 6.0599 0.3262 -0.266 1.025 -1.506 0.050
C -2.8104 5.0890 -0.6556 -0.777 -0.226 -0.112 0.218
C -0.7036 3.9624 -0.3358 -0.460 0.747 -1.672 0.734
N 1.6591 0.4149 -0.3258 -1.671 -1.934 -0.746 0.100
N -0.3569 1.6493 -0.2398 1.162 1.044 0.611 -0.034
N 1.7473 -3.3675 -1.1568 1.385 2.850 -0.359 -0.050
C 0.2291 2.8548 -0.8052 0.584 1.360 0.386 -0.890
C 2.9900 -4.1066 -0.8676 -2.347 0.483 3.165 -0.915
C 2.8288 -4.5258 0.6897 -0.197 0.343 -0.360 -0.943
C 2.6275 -3.4028 1.8143 2.458 -2.105 -0.513 1.022
C 1.9064 -3.8793 3.0967 -0.027 1.666 -1.507 -0.836
C -0.9361 -1.8855 2.5359 0.689 -0.689 -0.904 -1.249
C 1.5067 -2.6493 3.9211 -0.185 -1.590 0.328 -0.916
S 0.5361 -1.2933 3.3415 -1.057 2.321 0.110 1.261
H 0.3621 -4.8995 -1.4438 -0.119 -0.584 -0.318 0.533
H -0.8839 6.7452 1.6795 -0.520 -0.224 -1.093 0.332
H 0.5411 5.0163 1.1492 0.135 -0.465 -0.529 0.343
H -2.2393 3.4299 -1.8816 0.191 -0.292 0.289 0.427
H 2.1782 1.0795 0.1487 1.357 1.399 0.925 0.283
H -1.3184 1.5407 -0.5465 0.193 -0.206 0.264 0.360
H 1.3036 3.1554 -0.5583 -1.405 -1.029 0.322 0.364
H 0.2425 2.7557 -1.9035 -0.169 0.345 0.142 0.351
H 3.1551 -4.8907 -1.5566 -0.270 -1.250 -0.397 0.437
H 3.7737 -3.4544 -0.9936 1.798 1.738 -0.212 0.390
H 3.6411 -5.1912 1.0112 -0.295 -0.016 -0.209 0.457
H 1.8778 -5.0422 0.6667 -0.088 -0.763 0.179 0.368
H 2.0345 -2.6193 1.4090 -0.008 0.937 -0.306 -0.946
H 3.6863 -3.1264 2.0778 -1.198 0.608 -0.241 0.352
H 2.4503 -4.5335 3.7770 0.029 -0.183 -0.349 0.413
H 0.9769 -4.2935 2.7710 -0.598 -1.014 -0.056 0.366
H -1.4459 -1.2005 1.8816 0.750 0.879 -0.506 0.317
H -0.8530 -2.8152 1.9960 0.422 -0.359 -0.211 0.339
H -1.6333 -1.9983 3.2878 -1.303 -0.636 1.970 0.560
H 0.9090 -3.0831 4.7020 -0.419 0.252 0.760 0.443
H 2.3871 -2.2507 4.3745 0.451 0.908 0.295 0.392

=====

Record 5
49
Properties=species:S:1:pos:R:3:forces:R:3:mulliken_charge:R:1 method="wB97M-V/def2-TZVPD" gap_ha=0.333 e_homo_ev=-8.8 e_tot_ha=-2440.76110 largest_force_ev_per_a=1.1 lumo_energy_ev=0.3 smiles="COc1ccc(NS(=O)(=O)c2cccc(Cl)c2)cc1S(=O)(=O)N1CCCCC1"
C 2.0617 -0.3290 -3.2970 -0.040 -0.238 -0.199 -0.937
H 3.0871 -0.4935 -3.6218 -0.055 -0.009 -0.072 0.272
H 1.5416 -1.2873 -3.2182 0.027 0.085 -0.044 0.273
H 1.5469 0.3210 -4.0106 0.051 0.004 0.035 0.393
O 2.1547 0.2742 -2.0163 -0.125 0.341 0.252 -0.365
C 0.9873 0.7831 -1.5096 0.066 0.082 -0.081 -0.291
C 0.3635 0.1689 -0.4305 0.310 -0.593 -0.069 1.111
C -0.7375 0.7344 0.1746 -0.056 0.277 -0.031 -0.334
C -1.3040 1.8986 -0.3361 0.921 -0.533 -0.154 -0.599
C -0.6968 2.5113 -1.4337 -0.199 -0.074 0.224 -1.001
C 0.4435 1.9716 -1.9956 0.180 -0.269 0.058 -0.541
H 0.9225 2.4674 -2.8268 0.069 0.030 -0.068 0.537
H -1.1182 3.4194 -1.8387 -0.045 0.116 -0.067 0.386
N -2.4584 2.3971 0.2336 -0.898 -0.202 0.598 -0.245
S -3.5307 1.4169 1.1027 -0.061 0.723 -0.473 1.359
O -2.9715 1.1339 2.3853 0.248 -0.369 -0.118 -0.614
O -4.7707 2.1277 1.0301 -0.059 -0.059 -0.235 -0.741
C -3.5913 -0.0855 0.1279 -0.036 0.368 0.401 0.158
C -3.2639 -1.2820 0.7302 -0.006 -0.149 0.051 -0.318
C -3.2393 -2.4329 -0.0463 -0.204 0.561 -0.286 0.414
C -3.5465 -2.3709 -1.4003 0.049 -0.075 0.245 -0.552
C -3.8947 -1.1604 -1.9751 -0.016 0.226 0.070 -0.655
C -3.9186 -0.0041 -1.2113 -0.091 -0.014 -0.183 -0.582
H -4.1894 0.9481 -1.6389 -0.018 0.101 -0.135 0.438
H -4.1426 -1.1188 -3.0246 -0.021 0.009 -0.083 0.405
H -3.5136 -3.2705 -1.9944 0.019 -0.092 -0.036 0.457
Cl -2.8053 -3.9199 0.6651 0.040 -0.506 0.209 -0.206
H -3.0130 -1.3053 1.7781 0.097 -0.085 0.092 0.465
H -2.8977 3.1819 -0.2200 -0.246 -0.021 0.040 0.282
H -1.1613 0.2500 1.0362 0.014 -0.073 0.080 0.993
S 0.8249 -1.4811 0.1350 -0.048 -0.489 -0.099 1.227
O 1.2699 -2.2306 -1.0029 0.262 0.297 -0.013 -0.783
O -0.3239 -1.9764 0.8400 0.131 0.357 0.298 -0.606
N 2.0623 -1.4018 1.2157 -0.820 -0.160 -0.684 0.119
C 3.3843 -1.0935 0.7235 0.523 0.227 -0.534 -0.983
C 3.7215 0.3944 0.8332 0.058 -0.169 0.247 -0.081
C 3.4712 0.8912 2.2552 -0.174 0.153 -0.187 -0.957
C 2.0248 0.6050 2.6529 0.259 -0.180 0.114 -0.122
C 1.7528 -0.8940 2.5317 -0.426 0.351 0.550 -0.905
H 0.7052 -1.1284 2.7192 0.115 -0.016 0.243 0.343
H 2.3700 -1.4408 3.2541 -0.067 -0.013 -0.045 0.425
H 1.8389 0.9231 3.6796 -0.077 0.024 0.005 0.413
H 1.3470 1.1560 1.9973 -0.033 0.045 0.049 -0.014
H 3.6757 1.9615 2.3196 0.066 -0.019 0.060 0.426
H 4.1446 0.3768 2.9452 0.072 0.019 0.082 0.335
H 3.1044 0.9580 0.1334 0.053 0.038 -0.048 -0.032
H 4.7664 0.5419 0.5563 0.006 0.019 -0.087 0.417
H 3.4142 -1.4251 -0.3141 0.243 -0.030 0.075 0.398
H 4.1022 -1.6816 1.3073 -0.059 -0.012 -0.050 0.419